48
Properties=species:S:1:pos:R:3:forces:R:3 method="wB97M-V/def2-TZVPD" smiles="CC(C)C[C@H](C)COCOC=O.CCO.CCO" gap_ev=10.68 multiplicity=1
O -4.413962 0.194162 1.256984 -0.1 0.0 -0.1
O -1.352825 0.089152 0.206729 0.0 0.3 -0.4
O 1.316157 1.817866 2.129186 -0.7 0.1 -0.6
O 0.163381 1.887792 0.224180 -0.3 -0.2 0.6
O 1.977934 2.015718 -1.540033 0.5 0.2 -0.5
C 2.549202 -1.561887 0.976355 0.1 -0.2 -0.2
C -0.540573 -3.354630 1.040785 0.3 0.1 0.3
C -5.493173 -0.276051 -0.881771 0.0 0.0 0.0
C 0.271023 1.664328 1.549286 0.6 0.1 0.9
C 1.703751 3.247958 -2.200473 0.1 -0.3 0.2
C -1.056004 -1.241211 -0.242946 0.0 -0.4 0.3
C 3.418314 -0.456278 0.369703 0.0 0.0 0.1
C 2.517546 4.395299 -1.634384 0.0 0.0 0.0
C -0.768634 1.108837 -0.541221 -0.3 -0.1 -0.2
C 1.396841 -1.990523 0.017012 0.1 0.2 0.3
C -0.016355 -1.958183 0.644464 -0.2 0.0 -0.1
C 3.407725 -2.778340 1.348375 0.1 0.3 -0.1
C -5.524057 0.499936 0.422329 0.1 0.0 0.0
H 4.280393 -2.464678 1.929825 -0.1 -0.1 0.1
H -1.162489 -3.794547 0.259009 0.1 -0.1 0.0
H 2.113339 -1.156627 1.895144 0.0 -0.1 0.0
H 2.889505 0.499920 0.368346 0.1 -0.1 -0.1
H -6.366323 -0.049668 -1.495304 0.0 0.0 0.0
H 1.624354 -3.009682 -0.307520 -0.2 0.0 -0.2
H 3.714923 -0.691821 -0.655561 0.0 0.0 0.0
H -5.562088 1.576837 0.222405 0.0 0.0 0.0
H -1.998856 -1.795191 -0.223959 0.0 0.2 0.1
H 3.788101 -3.251343 0.436802 -0.1 -0.1 0.1
H 0.297612 -4.026236 1.246001 -0.1 0.0 0.0
H 2.278441 4.554129 -0.580621 0.0 0.0 0.0
H -5.473757 -1.348035 -0.683611 0.0 0.0 0.0
H -4.598968 -0.024893 -1.458305 0.0 0.0 0.0
H -6.409985 0.239444 0.999856 0.0 0.0 0.0
H -1.132841 -3.296295 1.958415 -0.1 0.0 -0.2
H -0.653334 1.381063 2.058436 -0.1 -0.1 -0.1
H -1.536485 1.783359 -0.935624 0.1 0.0 0.3
H 1.951236 3.081285 -3.248055 0.0 0.0 -0.1
H -0.185895 0.704474 -1.370203 0.1 0.1 0.0
H 2.841067 -3.511313 1.926296 0.0 0.0 -0.1
H 4.327036 -0.313965 0.962497 -0.1 0.0 0.0
H 0.632526 3.477231 -2.142745 0.0 0.0 0.0
H 2.313849 5.321896 -2.172856 0.0 0.0 0.0
H 1.416270 -1.363784 -0.880073 0.1 0.0 0.1
H 3.582527 4.174988 -1.707167 0.0 0.0 0.0
H 1.767730 2.132224 -0.604579 0.0 0.0 -0.2
H -0.729193 -1.184096 -1.284129 0.0 -0.1 0.0
H -3.609506 0.419865 0.776722 0.2 -0.1 0.0
H 0.044519 -1.368488 1.565997 0.0 0.0 -0.1



55
Properties=species:S:1:pos:R:3:forces:R:3 method="wB97M-V/def2-TZVPD" smiles="COc1ccc(CCNC(=O)C[C@H]2S/C(=N/Cc3ccccc3OC)NC2=O)cc1" gap_ev=8.74 e_above_lowest_ev=0.980 multiplicity=1
S 0.560129 3.385363 -0.879129 -0.1 0.1 -0.3
O -0.359778 -0.189779 -2.007441 -0.1 -0.2 -0.1
O -0.900817 -3.125204 -0.329130 -0.1 0.1 0.3
O -1.482398 1.631706 0.632872 0.1 -0.2 0.2
O 2.542757 -1.232225 0.641934 0.2 0.3 0.2
N 0.976585 0.867216 -0.502168 0.6 -0.4 0.5
N -3.569307 2.335224 0.139733 -0.4 0.2 0.1
N 2.097943 2.359610 0.988188 -0.1 0.5 0.0
C -1.884644 -2.239192 -0.003431 -0.1 0.1 0.1
C 1.331043 2.094959 0.033716 -0.1 0.0 -0.1
C 6.121089 0.809141 0.110675 0.1 0.0 0.0
C -0.427383 2.213547 -1.867347 -0.1 0.4 0.1
C -4.138393 1.957920 1.413531 -0.2 -0.1 0.2
C 4.814389 -1.173937 -0.237754 -0.2 -0.2 0.0
C 2.752549 1.326183 1.763464 0.0 -0.1 0.0
C -1.976962 -1.895499 1.345686 0.1 -0.1 -0.1
C -0.717413 -3.436822 -1.692860 0.0 0.0 -0.3
C 5.992037 -0.465281 -0.407022 0.0 0.1 0.0
C 3.752509 -0.607349 0.454173 0.1 0.2 0.1
C -3.844962 -0.450631 0.883435 -0.3 -0.1 0.0
C 3.881791 0.677503 1.000198 -0.2 -0.2 0.1
C -3.747587 -0.798397 -0.454043 -0.1 0.0 0.2
C 5.067807 1.368311 0.813429 -0.1 -0.2 0.0
C -1.930577 2.346253 -1.626440 0.3 -0.2 0.2
C 0.043466 0.817297 -1.473536 0.0 0.3 -0.4
C -2.285437 2.051295 -0.170523 -0.1 0.4 -0.5
C -2.942118 -1.013824 1.778152 0.0 -0.1 -0.1
C -2.785244 -1.685885 -0.903823 0.2 -0.2 -0.1
C 2.358402 -2.534870 0.133563 -0.1 -0.3 -0.1
C -4.831829 0.586411 1.341007 0.3 0.2 0.0
H -4.440037 -0.373659 -1.169466 -0.1 0.0 0.0
H -2.736228 -1.919626 -1.954440 0.1 0.0 -0.1
H -2.992313 -0.749790 2.824329 0.0 0.0 0.1
H 1.329341 -2.800640 0.372996 0.1 0.0 -0.1
H 5.154621 2.361595 1.226980 0.0 0.1 0.1
H -2.442483 1.613588 -2.256840 -0.1 0.0 0.0
H 3.157973 1.835960 2.642229 0.0 -0.3 0.0
H -5.216732 0.340743 2.331671 -0.1 0.0 0.0
H -4.844685 2.730302 1.729351 0.1 0.0 0.0
H 6.807615 -0.919308 -0.949986 0.1 0.0 0.0
H 0.133619 -4.115902 -1.729344 -0.1 0.0 0.0
H -1.596200 -3.941308 -2.107123 0.0 0.0 0.0
H -4.211833 2.566535 -0.601484 0.2 0.0 0.0
H 4.734516 -2.166846 -0.651246 0.0 -0.1 0.0
H 7.037071 1.363091 -0.025950 0.1 0.0 0.0
H -0.499872 -2.534867 -2.270223 0.0 -0.1 0.0
H 3.042598 -3.245009 0.606614 0.0 0.0 0.0
H 2.036930 0.564848 2.092894 0.1 0.1 0.1
H 1.316876 0.013950 -0.060552 0.0 0.0 -0.1
H -1.271591 -2.329019 2.037675 0.1 -0.1 0.1
H -5.673155 0.641077 0.645957 -0.1 0.0 0.0
H 2.492755 -2.560758 -0.952244 0.0 0.0 0.0
H -0.211508 2.387059 -2.924945 0.0 -0.2 0.1
H -2.266709 3.348590 -1.896908 -0.1 0.0 0.0
H -3.308232 1.910370 2.120947 -0.1 0.1 0.0



63
Properties=species:S:1:pos:R:3:forces:R:3 method="wB97M-V/def2-TZVPD" total_charge=-1 gap_ev=5.61 multiplicity=1
P 5.116473 0.525267 2.221054 0.9 -0.1 -0.4
Al 4.359370 -0.603694 0.231048 -0.3 -0.5 -0.2
O -6.130501 -1.313272 -0.289648 0.0 0.0 -0.1
O 4.953697 3.099649 0.216211 -0.1 0.1 0.1
O -2.012570 -0.376449 -1.660165 -0.1 0.1 0.0
N 6.724350 0.713069 2.230334 -0.2 0.1 -0.2
C -6.208832 -0.332633 0.745646 0.0 0.0 0.0
C -0.539516 -1.575588 1.101132 -0.2 0.2 0.3
C 6.145260 4.831245 -0.841755 0.0 0.0 0.0
C 4.158744 3.553248 -0.870779 0.1 0.0 -0.1
C 4.664477 4.954458 -1.204307 0.0 0.0 0.0
C -1.093963 -0.655401 -2.714018 0.0 0.0 0.0
C 2.374771 -1.045300 0.395558 0.2 0.4 0.0
C -7.258701 -2.181767 -0.230473 0.0 0.0 0.0
C 0.561212 -1.717637 2.138414 0.1 0.1 -0.1
C 1.772885 -0.836665 1.793712 -0.1 -0.3 -0.2
C 6.084681 3.939256 0.394991 0.0 0.0 -0.1
C -1.807344 -1.630825 -3.643655 0.0 0.0 0.0
C -3.267166 -1.204538 -3.475823 0.0 0.0 0.0
C -3.311963 -0.860931 -1.990919 0.1 -0.1 0.0
C -7.938066 -1.904395 1.105833 0.0 0.0 0.0
C 0.965365 -3.174330 2.316059 0.1 0.1 0.0
C -7.624417 -0.421209 1.304188 0.0 0.0 0.0
H 1.463950 0.206092 1.881384 0.1 0.2 0.1
H 4.288452 2.864655 -1.711962 0.0 0.0 0.0
H -3.530304 -1.745933 -1.385459 0.0 0.0 0.0
H 5.204929 -1.989454 0.218880 0.0 0.1 0.1
H -7.685876 -0.094688 2.341037 0.0 0.0 0.0
H 4.179696 5.699115 -0.567916 0.0 0.0 0.0
H 1.272345 -3.603647 1.364162 0.0 -0.1 -0.1
H 4.665721 0.315806 -1.062726 0.0 0.1 0.0
H 4.488007 5.227183 -2.244755 0.0 0.0 0.0
H 6.684853 4.323200 -1.643500 0.0 0.0 0.0
H -8.306808 0.191513 0.711267 0.0 0.0 0.0
H -7.473926 -2.496545 1.896737 0.0 0.0 0.0
H 1.817268 -3.254074 2.990556 0.1 0.0 0.1
H 4.681290 -0.190549 3.379016 -0.3 0.2 0.2
H 3.109585 3.531992 -0.570927 0.0 0.0 0.0
H -5.462136 -0.562999 1.512010 0.0 0.0 0.0
H 5.952121 4.534994 1.307661 0.0 0.0 0.0
H 2.211273 -2.067768 0.047455 0.1 -0.2 0.0
H -0.231444 -1.946605 0.128261 0.1 -0.1 -0.1
H 0.168315 -1.364488 3.097403 0.0 0.0 0.1
H 2.523783 -1.021327 2.565120 0.1 0.1 0.1
H 4.455588 1.758457 2.411713 -0.3 -0.1 0.2
H 6.965674 3.308289 0.516851 0.0 0.0 0.0
H -4.050110 -0.096977 -1.747014 0.0 0.0 0.0
H -0.177222 -1.058091 -2.282020 0.0 0.0 0.0
H -1.445705 -1.572467 -4.669551 0.0 0.0 0.0
H -1.672099 -2.655349 -3.291065 0.0 0.0 0.0
H 0.150804 -3.770444 2.725078 -0.1 -0.1 0.0
H -1.438879 -2.109590 1.413304 -0.1 -0.1 -0.1
H 6.635419 5.785886 -0.649656 0.0 0.0 0.0
H -6.913472 -3.211574 -0.330100 0.0 0.0 0.0
H -7.928549 -1.958664 -1.069027 0.0 0.0 0.0
H -9.003370 -2.130526 1.090074 0.0 0.0 0.0
H 6.964646 1.677997 2.425922 0.1 0.0 0.2
H -3.474433 -0.317845 -4.079628 0.0 0.0 0.0
H -0.817931 -0.529678 0.982494 0.0 0.1 -0.1
H -3.984963 -1.977853 -3.747432 0.0 0.0 0.0
H 1.847213 -0.401579 -0.314517 -0.2 0.0 -0.1
H -0.848097 0.278205 -3.232946 0.0 0.0 0.0
H -5.973852 0.643771 0.321181 0.0 0.0 0.0



20
Properties=species:S:1:pos:R:3:forces:R:3 method="wB97M-V/def2-TZVPD" smiles="CN1C=C[C@](C)(Cl)N1C" gap_ev=8.88 e_above_lowest_ev=2.446 multiplicity=1
Cl 2.317402 0.688387 1.175812 0.4 0.3 0.0
N -0.974158 -0.478428 0.762948 -2.5 1.7 -0.1
N -0.185154 0.452737 0.005158 0.2 0.5 -0.5
C -0.285248 1.809587 0.394613 0.3 2.0 -0.3
C 1.750101 0.151524 -1.479022 -1.0 1.6 -1.5
C -0.256219 -1.632610 0.883511 1.8 2.5 -1.7
C 0.942363 -1.466399 0.400782 -0.4 3.8 -1.8
C 1.116537 0.036590 -0.100580 0.6 -4.4 0.1
C -2.323591 -0.566910 0.137538 -1.9 1.1 0.7
H -0.067457 2.580681 -0.404130 -0.7 -1.2 0.4
H -0.549204 -2.408819 1.427663 -1.8 -3.1 1.9
H 1.806700 -1.959074 0.393092 2.9 -2.6 0.3
H -2.420640 0.123679 -0.753430 0.5 -1.0 0.9
H 2.333654 1.117692 -1.649911 -1.3 -0.9 0.1
H -1.230526 1.890992 0.822368 -1.9 0.9 0.3
H 0.925614 -0.072730 -2.294713 1.7 0.8 1.6
H -2.616044 -1.591448 -0.141044 0.4 0.3 -0.1
H 2.496998 -0.582235 -1.608799 0.8 -1.1 0.1
H 0.396001 2.113914 1.181860 0.3 -0.4 0.3
H -3.177122 -0.207128 0.846281 1.6 -0.6 -0.9



15
Properties=species:S:1:pos:R:3:forces:R:3 method="wB97M-V/def2-TZVPD" smiles=C[C@H](N)CSS gap_ev=9.03 e_above_lowest_ev=0.658 multiplicity=1
S 1.276528 -1.115534 -1.453309 0.3 -0.1 -0.6
S 2.647390 -2.478724 -0.686686 0.3 0.5 0.3
N -1.676302 -0.287205 0.100748 0.0 0.4 0.2
C 0.786446 -0.249555 -0.004224 -1.5 1.1 2.2
C -0.533196 0.589833 -0.167242 0.8 -1.1 0.1
C -0.541794 1.787529 0.803356 -0.6 0.4 -1.6
H 1.482835 0.424850 0.500065 0.7 -0.1 -0.8
H -2.352098 -0.287398 -0.637906 -0.2 -0.2 -0.2
H 0.509129 -0.908962 0.828907 0.3 -0.4 -0.3
H -0.136845 2.675567 0.311297 0.3 -0.1 0.0
H -0.620374 0.930651 -1.202096 0.1 0.3 0.1
H 2.236902 -3.518302 -1.392977 -0.4 -0.4 -0.2
H -0.033634 1.680368 1.756384 -0.3 -0.4 0.1
H -1.433410 -1.220749 0.381171 0.0 -0.2 -0.2
H -1.611580 1.977638 0.862506 0.0 0.3 0.8



44
Properties=species:S:1:pos:R:3:forces:R:3 method="wB97M-V/def2-TZVPD" gap_ev=7.90 e_above_lowest_ev=0.000 multiplicity=1
Au 1.252709 1.013211 1.725573 0.1 0.0 0.6
Ge -0.452617 1.862163 4.345001 1.1 -0.5 -0.3
N 1.182495 1.060241 -0.320258 -1.7 -0.2 -1.3
N -0.719086 -1.031824 -3.620043 0.1 -0.7 0.5
N 0.466550 0.796754 -2.394218 -0.7 -0.6 0.9
N -2.036044 -1.436507 -3.606517 0.6 -1.5 0.2
N -2.105310 -2.740354 -3.618624 0.9 1.5 -0.1
C 0.088114 -2.167610 -3.630379 0.3 0.3 -0.3
C 1.475032 -2.357760 -3.715518 0.4 -0.1 0.3
C 1.767349 1.269650 -2.443006 0.3 0.1 -1.1
C -0.791207 -3.258811 -3.647082 -0.9 1.6 0.0
C -0.539491 1.894656 6.286911 -0.6 0.0 0.2
C 2.189564 1.455157 -1.174617 -0.3 -0.4 0.5
C 1.065817 -4.739294 -3.807644 -0.8 -0.3 0.2
C -1.175081 0.169698 -0.559462 -0.2 -0.2 -0.5
C -0.375039 0.406631 -3.535347 0.2 -0.5 -0.4
C 1.955684 -3.669083 -3.771397 -0.5 1.0 -0.2
C -0.591589 3.690750 3.695888 0.0 -0.1 0.0
C -0.315817 -4.554597 -3.737425 0.9 -0.6 0.0
C 0.111834 0.685795 -1.054057 2.4 0.6 -0.5
C -2.008819 0.899374 3.692225 -0.2 0.1 -0.1
C 1.244023 0.975478 3.747546 -0.9 0.9 0.1
H -1.333278 0.940037 -3.483249 0.3 -0.2 -0.2
H -0.550897 0.886023 6.689776 0.0 -0.2 0.0
H -2.071952 0.921112 2.602656 0.0 0.1 0.0
H 1.457920 -5.747308 -3.878942 -0.1 0.1 0.0
H -1.508601 4.150527 4.069150 0.1 0.1 -0.1
H -1.945911 -0.136109 3.996194 -0.1 -0.3 0.1
H -2.909895 1.354566 4.108130 -0.1 -0.1 0.0
H -2.006508 0.566923 -1.139417 -0.1 0.1 0.0
H 0.181786 0.666788 -4.460246 -0.4 0.1 0.6
H 0.268214 4.253407 4.036358 0.1 0.3 0.1
H 0.314467 2.399992 6.712771 0.2 0.3 0.1
H 2.179318 -1.528685 -3.689446 -0.2 -0.1 0.0
H 2.274805 1.450689 -3.391646 -0.3 -0.1 0.4
H -0.961947 -5.418605 -3.757839 -0.2 0.1 0.0
H -1.462295 2.397798 6.602720 0.2 0.0 0.1
H -1.209751 -0.910114 -0.672679 0.0 -0.2 0.0
H -0.578879 3.682889 2.607324 -0.1 0.1 -0.1
H 3.018374 -3.861406 -3.838060 0.0 0.1 0.1
H 2.084530 1.528247 4.163504 0.1 0.0 0.1
H -1.316058 0.395841 0.483417 0.1 0.2 0.3
H 1.270215 -0.033211 4.127198 0.0 -0.5 0.2
H 3.117266 1.816893 -0.745221 -0.2 -0.1 -0.4